Entry 1:
C16H32O3S2 | ωB97M-V/def2-TZVPD

Energy (eV): -44924.2744
SMILES: CCCCCCCCCCCCS[C@H]1CS(=O)(=O)C[C@@H]1O
Energy above the lowest of the compared OMol25 structures with the same formula, charge and spin (kcal per mole): 1.86
LUMO (eV): 0.653
Total charge: 0

Cartesian coordinates (Å):
1 C 3.831 3.772 6.589
2 C 3.737 2.267 6.370
3 C 2.988 1.926 5.084
4 C 2.887 0.417 4.865
5 C 2.069 0.035 3.631
6 C 2.788 0.339 2.318
7 C 1.921 0.078 1.085
8 C 1.589 -1.399 0.880
9 C 0.919 -1.678 -0.466
10 C -0.469 -1.050 -0.575
11 C -1.241 -1.497 -1.818
12 C -0.606 -0.985 -3.101
13 H 0.373 -1.432 -3.261
14 H -0.505 0.101 -3.096
15 S -1.547 -1.444 -4.596
16 C -3.025 -0.365 -4.427
17 C -3.297 0.388 -5.717
18 H -3.550 1.432 -5.557
19 H -2.489 0.298 -6.437
20 S -4.770 -0.432 -6.429
21 O -4.601 -0.732 -7.818
22 O -5.931 0.338 -6.049
23 C -4.713 -1.896 -5.352
24 H -3.983 -2.596 -5.743
25 C -4.260 -1.232 -4.063
26 O -5.270 -0.463 -3.479
27 H -5.739 0.025 -4.181
28 H -3.967 -1.971 -3.308
29 H -5.700 -2.339 -5.276
30 H -2.819 0.317 -3.600
31 H -2.264 -1.121 -1.744
32 H -1.287 -2.587 -1.853
33 H -1.050 -1.330 0.306
34 H -0.383 0.038 -0.584
35 H 0.826 -2.759 -0.594
36 H 1.561 -1.302 -1.265
37 H 0.934 -1.746 1.681
38 H 2.515 -1.977 0.934
39 H 2.454 0.441 0.202
40 H 0.999 0.654 1.177
41 H 3.086 1.389 2.307
42 H 3.697 -0.264 2.257
43 H 1.116 0.570 3.653
44 H 1.851 -1.034 3.679
45 H 3.891 -0.005 4.777
46 H 2.420 -0.029 5.747
47 H 1.982 2.349 5.132
48 H 3.504 2.391 4.242
49 H 3.224 1.809 7.219
50 H 4.743 1.843 6.325
51 H 4.365 3.994 7.509
52 H 2.837 4.210 6.655
53 H 4.358 4.245 5.763

Entry 2:
C16H32O4 | ωB97M-V/def2-TZVPD

Energy (eV): -25298.4364
SMILES: C1CCOC1.C1CCOC1.C1CCOC1.C1CCOC1
Energy above the lowest of the compared OMol25 structures with the same formula, charge and spin (kcal per mole): 14.87
LUMO (eV): 0.648
Total charge: 0

Cartesian coordinates (Å):
1 C 1.977 3.253 2.541
2 C 1.013 4.447 2.649
3 C 1.595 5.522 1.701
4 O 2.622 4.855 0.968
5 C 2.432 3.482 1.092
6 H 1.402 2.343 2.694
7 H 2.793 3.336 3.258
8 H 0.873 4.929 3.618
9 H 0.039 4.118 2.279
10 H 2.112 6.280 2.294
11 H 0.821 6.015 1.111
12 H 3.287 2.870 0.803
13 H 1.639 3.145 0.402
14 C -1.228 -0.362 -4.045
15 C 0.033 -0.614 -3.175
16 C -0.063 -2.106 -2.908
17 O -0.739 -2.638 -4.031
18 C -1.825 -1.757 -4.269
19 H -0.940 0.049 -5.013
20 H -1.899 0.352 -3.566
21 H 0.130 0.040 -2.310
22 H 0.895 -0.393 -3.806
23 H -0.611 -2.395 -2.000
24 H 0.892 -2.635 -2.874
25 H -2.679 -1.944 -3.599
26 H -2.255 -1.932 -5.254
27 C 2.038 -1.868 0.675
28 C 3.509 -1.527 0.745
29 C 3.539 -0.018 0.378
30 O 2.176 0.408 0.392
31 C 1.367 -0.568 1.065
32 H 1.766 -2.582 1.465
33 H 1.701 -2.274 -0.273
34 H 4.174 -2.123 0.120
35 H 3.942 -1.588 1.747
36 H 3.900 0.171 -0.635
37 H 4.137 0.563 1.086
38 H 0.397 -0.581 0.561
39 H 1.256 -0.318 2.121
40 C -3.056 -1.526 1.782
41 C -2.614 -2.058 0.422
42 C -3.940 -2.188 -0.363
43 O -4.981 -1.887 0.551
44 C -4.467 -2.069 1.869
45 H -2.944 -0.451 1.877
46 H -2.513 -1.996 2.613
47 H -2.122 -3.031 0.386
48 H -1.898 -1.336 0.020
49 H -4.061 -3.224 -0.696
50 H -3.954 -1.520 -1.223
51 H -4.567 -3.123 2.163
52 H -5.101 -1.549 2.593

Entry 3:
C16H33BN2O6PS | ωB97M-V/def2-TZVPD

Energy (eV): -53183.6051
LUMO (eV): -3.508
Total charge: +1

Cartesian coordinates (Å):
1 C 0.581 3.369 3.515
2 C 1.040 2.254 4.570
3 P -0.334 1.060 4.995
4 C -1.995 1.903 5.187
5 C -2.616 2.195 3.747
6 N -0.416 -0.349 3.915
7 C -1.162 -1.476 4.328
8 B -1.964 -1.699 5.708
9 O -3.297 -2.115 5.719
10 O -1.307 -1.444 6.919
11 C -1.120 -2.470 3.287
12 N -0.315 -1.865 2.297
13 C -0.115 -2.688 1.092
14 O 0.630 -2.065 0.059
15 O 0.099 -2.348 -1.174
16 C 0.103 -0.620 2.662
17 S 1.146 0.465 1.682
18 H 0.114 2.938 2.602
19 H 1.514 3.914 3.207
20 H -0.120 4.115 3.961
21 H 1.243 2.830 5.517
22 H 1.998 1.766 4.271
23 H -2.663 1.192 5.728
24 H -1.815 2.815 5.807
25 H -3.529 1.580 3.533
26 H -1.877 1.930 2.940
27 H -2.797 3.293 3.662
28 H -3.409 -2.581 6.570
29 H -0.374 -1.711 6.812
30 H -1.610 -3.461 3.247
31 H 0.316 -3.703 1.333
32 H -1.140 -2.903 0.669
33 H 0.614 -3.064 -1.602
34 H 2.427 0.258 2.166
35 C 1.061 1.892 -3.796
36 C 1.014 1.513 -2.329
37 C 2.441 1.793 -1.890
38 O 2.921 2.868 -2.701
39 C 2.004 3.082 -3.784
40 H 0.084 2.128 -4.220
41 H 1.498 1.075 -4.377
42 H 0.322 2.172 -1.796
43 H 0.708 0.480 -2.151
44 H 3.088 0.926 -2.062
45 H 2.508 2.073 -0.835
46 H 1.464 4.014 -3.587
47 H 2.557 3.191 -4.717
48 C -0.322 -2.997 -5.601
49 C 0.113 -1.565 -5.348
50 C 0.901 -1.250 -6.608
51 O 0.319 -2.023 -7.662
52 C -0.579 -2.986 -7.097
53 H -1.194 -3.301 -5.021
54 H 0.500 -3.681 -5.368
55 H -0.766 -0.916 -5.285
56 H 0.698 -1.436 -4.436
57 H 1.949 -1.553 -6.507
58 H 0.870 -0.191 -6.869
59 H -1.601 -2.664 -7.322
60 H -0.411 -3.959 -7.560

Number 1: HOMO -9.1 eV. Number 2: HOMO -9.4 eV. Number 3: HOMO -11.0 eV.